Molecular formula: C4H8N2S
Method: DFT, ωB97M-V/def2-TZVPD

Kohn-Sham gap, eV: 9.14
F_max, eV Å⁻¹: 4.74
SMILES: NC1CN(C=S)C1

Geometry as ORCA input:
```
! RIJCOSX wB97M-V def2-TZVPD def2/J DEFGRID3
* xyz 0 1
N -1.712 1.253 2.007
C -1.425 -0.042 1.362
C 0.145 0.044 1.098
N -0.222 -0.235 -0.368
C 0.601 -0.385 -1.450
S 2.240 -0.233 -1.345
C -1.626 -0.407 -0.184
H -2.721 1.491 2.027
H -1.074 2.180 1.616
H -1.720 -0.796 2.116
H 0.732 -0.806 1.362
H 0.639 1.005 1.439
H 0.060 -0.643 -2.381
H -2.382 0.276 -0.751
H -1.999 -1.357 -0.335
*
```

Molecular formula: C21H14F5N5O3RuS
Method: DFT, ωB97M-V/def2-TZVPD

Kohn-Sham gap (alpha / beta), eV: 7.44 / 6.70
F_max, eV Å⁻¹: 0.12

Geometry as ORCA input:
```
! RIJCOSX wB97M-V def2-TZVPD def2/J DEFGRID3
* xyz 1 2
Ru 0.607 -0.188 0.562
N -3.669 -0.078 0.845
C -2.413 -0.454 0.999
N -1.413 0.106 0.365
C -1.637 1.193 -0.497
N -0.657 1.810 -1.080
N 0.551 1.252 -0.744
C 1.657 1.753 -1.150
C 2.862 1.133 -0.593
C 4.139 1.523 -0.948
C 5.222 0.904 -0.339
C 4.999 -0.078 0.610
C 3.694 -0.424 0.922
N 2.652 0.160 0.334
C -3.010 1.613 -0.717
C -3.343 2.649 -1.594
C -4.661 3.010 -1.760
C -5.667 2.347 -1.054
C -5.360 1.321 -0.185
C -4.028 0.960 -0.023
H -4.386 -0.547 1.380
H -2.201 -1.257 1.692
H 1.682 2.608 -1.815
H 4.278 2.299 -1.687
H 6.231 1.189 -0.605
H 5.817 -0.579 1.106
H 3.458 -1.191 1.646
H -2.550 3.149 -2.131
H -4.920 3.809 -2.440
H -6.700 2.638 -1.189
H -6.137 0.804 0.363
C 1.304 -0.109 4.603
S 0.181 -0.155 3.256
O -1.160 -0.140 3.763
O 0.503 1.012 2.361
O 0.517 -1.355 2.432
H 1.144 -1.013 5.186
H 1.084 0.773 5.199
H 2.317 -0.073 4.209
F 2.092 -2.899 0.596
C 1.435 -2.797 -0.573
C 0.704 -1.645 -0.855
C 0.075 -1.646 -2.095
F -0.687 -0.603 -2.471
C 0.152 -2.698 -2.990
F -0.489 -2.646 -4.155
C 0.902 -3.815 -2.665
F 0.993 -4.828 -3.512
C 1.553 -3.864 -1.443
F 2.280 -4.930 -1.120
*
```

Molecular formula: CH3O3S
Method: DFT, ωB97M-V/def2-TZVPD

Kohn-Sham gap (alpha / beta), eV: 6.29 / 7.31
F_max, eV Å⁻¹: 1.11

Geometry as ORCA input:
```
! RIJCOSX wB97M-V def2-TZVPD def2/J DEFGRID3
* xyz -1 1
C -0.465 0.168 -1.004
O 2.009 -0.745 -0.450
O 0.986 1.036 0.924
O -1.476 0.862 -0.377
S 0.807 -0.217 0.181
H -0.879 -0.726 -1.474
H -1.015 1.504 0.192
H 0.033 -1.881 2.008
*
```

Number 1: calculated total energy -18090.87110 eV. Number 2: calculated total energy -62596.30531 eV. Number 3: calculated total energy -18059.97485 eV.